Entry 1:
A cluster of 6 separate species, C24H60O12 in total in a non-equilibrium geometry. Source: OMol25; level of theory: wB97M-V/def2-TZVPD.

Geometry as XYZ:
```
96
Properties=species:S:1:pos:R:3:mulliken_charge:R:1
C -67.001 -36.175 -98.116 -0.561
O -67.361 -35.152 -97.265 -0.209
C -66.173 -34.736 -96.559 -0.502
C -66.455 -33.735 -95.755 -0.024
O -67.359 -34.166 -94.758 -0.074
C -67.855 -33.241 -93.930 -0.882
H -66.365 -37.052 -97.730 0.135
H -66.748 -35.664 -99.137 0.326
H -68.085 -36.509 -98.153 0.163
H -65.252 -34.544 -97.290 0.312
H -65.587 -35.424 -96.182 0.067
H -66.838 -32.927 -96.174 0.775
H -65.410 -33.534 -95.203 -0.324
H -68.112 -32.355 -94.436 0.340
H -67.129 -32.647 -93.370 0.259
H -68.407 -33.893 -93.458 0.306
C -69.187 -39.517 -97.827 -0.604
O -68.424 -39.194 -98.985 -0.280
C -67.569 -40.093 -99.545 -0.665
C -66.344 -39.713 -99.349 -0.327
O -66.018 -39.916 -97.948 -0.308
C -64.664 -39.555 -97.572 -0.753
H -68.678 -39.504 -96.899 0.387
H -69.343 -40.576 -97.851 0.429
H -69.947 -39.046 -97.628 0.042
H -67.863 -39.886 -100.645 0.291
H -67.932 -41.190 -99.495 0.415
H -66.034 -38.690 -99.504 0.347
H -65.883 -40.552 -99.873 0.308
H -63.939 -40.073 -98.243 0.301
H -64.246 -39.775 -96.705 0.316
H -64.535 -38.434 -97.709 0.184
C -62.914 -32.638 -93.817 -1.448
O -61.715 -31.713 -94.082 -0.375
C -60.470 -32.255 -93.589 -0.299
C -59.574 -31.296 -93.744 -0.431
O -58.317 -31.680 -93.213 -0.334
C -57.257 -30.746 -93.451 -0.907
H -62.932 -33.202 -93.029 0.675
H -63.042 -33.469 -94.305 0.734
H -63.801 -31.944 -93.948 0.194
H -59.916 -33.167 -94.114 0.172
H -60.679 -32.504 -92.646 0.395
H -59.673 -30.459 -92.989 0.258
H -59.587 -31.097 -94.749 0.317
H -57.421 -29.861 -92.778 0.330
H -57.402 -30.173 -94.221 0.455
H -56.259 -31.383 -93.542 0.225
C -63.469 -37.123 -94.468 -0.944
O -63.877 -38.400 -94.129 0.030
C -63.592 -38.672 -92.725 -0.358
C -62.572 -39.506 -92.509 -0.863
O -61.373 -39.024 -93.010 -0.240
C -60.344 -39.931 -93.145 -0.787
H -63.839 -37.039 -95.488 0.148
H -62.281 -37.154 -94.481 0.235
H -63.979 -36.327 -94.030 0.529
H -64.451 -39.117 -92.323 0.325
H -63.345 -37.590 -92.260 0.314
H -62.727 -40.393 -92.914 0.533
H -62.376 -40.000 -91.383 0.285
H -59.822 -40.272 -92.225 0.296
H -59.427 -39.480 -93.809 0.204
H -60.694 -40.769 -93.832 0.338
C -74.408 -36.618 -93.462 -0.956
O -73.015 -36.947 -93.892 -0.174
C -73.004 -37.544 -95.236 -0.860
C -71.778 -37.371 -95.730 0.345
O -71.377 -35.975 -95.670 -0.421
C -70.116 -35.701 -96.451 0.474
H -75.040 -37.339 -93.471 0.458
H -74.948 -35.782 -94.107 0.297
H -74.286 -35.979 -92.400 0.210
H -73.764 -37.095 -95.953 0.342
H -73.463 -38.606 -95.261 0.321
H -71.719 -37.740 -96.888 0.133
H -70.981 -37.982 -95.009 0.043
H -70.147 -36.159 -97.469 0.316
H -69.416 -35.994 -95.866 -0.747
H -70.030 -34.634 -96.384 0.246
C -67.256 -37.508 -93.709 -0.269
O -68.178 -38.029 -92.720 -0.428
C -69.028 -36.993 -92.371 0.338
C -69.703 -37.518 -91.309 -0.801
O -68.805 -37.759 -90.272 -0.265
C -69.480 -38.289 -89.127 -0.907
H -66.530 -38.355 -93.815 0.212
H -66.549 -36.650 -93.364 0.076
H -67.549 -37.205 -94.730 -0.035
H -69.658 -36.876 -93.279 -0.148
H -68.549 -36.171 -92.015 0.271
H -70.336 -38.281 -91.596 0.520
H -70.354 -36.596 -91.212 0.262
H -69.927 -39.142 -89.207 0.416
H -70.144 -37.451 -88.572 0.278
H -68.777 -38.340 -88.230 0.260
```

For the orbital gap, the calculation gives 10.00 eV. The lowest unoccupied orbital energy is 0.02510 hartree. Its SMILES is COCCOC.COCCOC.COCCOC.COCCOC.COCCOC.COCCOC. The molar mass is 540.73 g/mol. For the energy relative to the best compared isomer or geometry (same formula, charge and spin), the calculation gives 534.2 kcal/mol.

***

Entry 2:
A structure of composition HgI3. Source: OMol25; level of theory: wB97M-V/def2-TZVPD.

Geometry as XYZ:
```
4
Properties=species:S:1:pos:R:3:nbo_charge:R:1
Hg 18.997 -21.588 -17.365 0.182
I 18.417 -25.384 -20.635 -0.371
I 24.005 -22.265 -17.223 -0.372
I 16.343 -17.473 -16.891 -0.439
```

For the orbital gap, the calculation gives 1.89 eV. The lowest unoccupied orbital energy is -0.12641 hartree. Its net charge is -1. The molar mass is 581.30 g/mol.

***

Entry 3:
An isolated molecule of C4H9NOSi in a non-equilibrium geometry. Source: OMol25; level of theory: wB97M-V/def2-TZVPD.

Geometry as XYZ:
```
16
Properties=species:S:1:pos:R:3:nbo_charge:R:1
C -2.016 -0.615 -0.074 -0.175
C -0.777 -0.545 0.677 -0.156
C 0.432 0.241 -1.405 -0.161
C 0.133 0.506 0.421 -0.651
N -0.792 0.337 -1.843 -0.146
O -1.392 -0.855 -1.467 -0.379
Si 1.834 0.451 1.286 0.888
H -2.647 -1.471 -0.053 0.215
H -2.819 0.195 -0.136 0.212
H -0.282 -1.556 1.035 0.202
H 1.042 0.969 -1.737 0.193
H 1.008 -0.626 -1.392 0.181
H -0.278 1.448 0.202 0.242
H 2.540 -0.762 0.962 -0.157
H 1.572 0.550 2.702 -0.154
H 2.443 1.732 0.822 -0.155
```

For the orbital gap, the calculation gives 8.55 eV. The lowest unoccupied orbital energy is -0.00126 hartree. The molar mass is 115.21 g/mol. For the energy relative to the best compared isomer or geometry (same formula, charge and spin), the calculation gives 172.0 kcal/mol.

***

Entry 4:
A structure of composition C23H47B3N2O7 in a non-equilibrium geometry. Source: OMol25; level of theory: wB97M-V/def2-TZVPD.

Geometry as XYZ:
```
82
Properties=species:S:1:pos:R:3:lowdin_spin:R:1
C 2.927 -4.205 6.184 0.000
B 3.124 -3.998 4.648 0.000
O 3.329 -5.034 3.747 0.000
B 2.686 -4.890 2.539 0.000
O 2.103 -3.705 2.154 0.000
B 1.988 -2.744 3.158 0.000
C 0.732 -1.823 3.266 0.000
C -0.118 -2.141 4.500 0.000
O -1.497 -2.295 4.129 0.000
C -1.969 -3.571 4.311 0.000
C -2.193 -4.305 3.018 0.000
O -2.183 -4.038 5.414 0.000
O 3.022 -2.725 4.084 0.000
H 2.276 -3.416 6.545 0.000
H 2.450 -5.158 6.375 0.000
H 3.848 -4.122 6.749 0.000
H 2.623 -5.813 1.794 0.000
H 0.129 -1.953 2.375 0.000
H 1.067 -0.788 3.264 0.000
H 0.201 -3.077 4.950 0.000
H -0.025 -1.358 5.238 0.000
H -2.005 -5.360 3.152 0.000
H -3.192 -4.132 2.642 0.000
H -1.504 -3.919 2.276 0.000
C -0.826 2.691 -0.400 0.003
C -0.804 2.452 1.131 0.027
C -1.691 3.468 1.853 0.016
C -1.099 4.875 1.899 0.001
C 0.314 4.845 2.478 0.016
C 1.232 3.866 1.747 0.027
N 0.593 2.518 1.659 0.373
O 0.686 1.897 2.785 0.527
C 1.572 4.422 0.353 0.002
C 2.559 3.747 2.485 -0.001
C -1.374 1.057 1.358 -0.001
H -1.255 3.657 -0.670 0.000
H 0.171 2.632 -0.831 0.001
H -1.410 1.930 -0.914 0.000
H -1.860 3.127 2.880 0.002
H -2.668 3.487 1.367 0.002
H -1.098 5.326 0.903 0.000
H -1.732 5.514 2.518 0.001
H 0.758 5.842 2.440 0.001
H 0.258 4.567 3.535 0.002
H 2.138 3.692 -0.227 0.001
H 2.192 5.311 0.460 0.000
H 0.700 4.718 -0.225 0.000
H 2.427 3.457 3.526 -0.001
H 3.065 4.711 2.471 0.000
H 3.208 3.014 2.005 0.000
H -0.748 0.298 0.887 0.000
H -2.365 1.005 0.909 0.000
H -1.475 0.814 2.414 0.000
C 0.039 -2.503 -4.572 0.003
C -1.167 -1.594 -4.215 0.026
C -2.064 -1.381 -5.437 0.016
C -1.460 -0.453 -6.488 0.001
C -1.042 0.874 -5.857 0.016
C -0.112 0.690 -4.659 0.027
N -0.700 -0.279 -3.684 0.371
O -1.620 0.288 -2.980 0.529
C 1.271 0.227 -5.151 0.002
C 0.115 2.021 -3.961 -0.001
C -1.961 -2.327 -3.142 -0.001
H 0.168 -2.628 -5.647 0.000
H 0.971 -2.120 -4.161 0.001
H -0.086 -3.497 -4.148 0.000
H -3.020 -0.961 -5.107 0.002
H -2.289 -2.354 -5.879 0.002
H -0.610 -0.930 -6.982 0.000
H -2.197 -0.266 -7.272 0.001
H -0.545 1.504 -6.598 0.001
H -1.939 1.414 -5.539 0.002
H 1.920 -0.015 -4.308 0.001
H 1.744 1.034 -5.710 0.000
H 1.235 -0.632 -5.816 0.000
H -0.817 2.494 -3.658 0.000
H 0.626 2.710 -4.632 0.000
H 0.735 1.890 -3.073 0.000
H -1.365 -2.462 -2.238 0.000
H -2.240 -3.310 -3.519 0.000
H -2.877 -1.803 -2.874 -0.001
```

As for the spin multiplicity: 3. For the orbital gap (alpha / beta), the calculation gives 8.81 / 9.52 eV. The lowest unoccupied orbital energy (alpha / beta) is 0.01761 / 0.00766 hartree. As for the expectation value of S²: 2.01. The molar mass is 496.07 g/mol. For the energy relative to the best compared isomer or geometry (same formula, charge and spin), the calculation gives 0.0 kcal/mol.

***

Entry 5:
A cluster of 2 separate species, C4H8NO2 in total in a non-equilibrium geometry. Source: OMol25; level of theory: wB97M-V/def2-TZVPD.

Geometry as XYZ:
```
15
Properties=species:S:1:pos:R:3:nbo_charge:R:1
C 1.463 0.094 0.139 -0.302
C 0.296 0.116 -0.618 -0.271
C 1.835 -1.226 0.814 -0.642
C -0.315 1.192 -1.251 0.328
N -1.898 0.518 0.753 -0.541
O -3.092 0.012 0.207 -0.631
O -0.945 1.259 -2.297 -0.652
H 2.103 0.985 0.296 0.181
H -0.155 -0.915 -0.867 0.182
H 1.923 -2.115 0.175 0.189
H 0.988 -1.581 1.480 0.203
H 2.744 -1.070 1.382 0.192
H -0.101 2.232 -0.741 0.051
H -1.870 1.417 0.362 0.274
H -2.976 -0.917 0.166 0.438
```

For the orbital gap (alpha / beta), the calculation gives 5.22 / 6.86 eV. The lowest unoccupied orbital energy (alpha / beta) is 0.15185 / 0.15093 hartree. Its net charge is -1. The molar mass is 102.11 g/mol. For the energy relative to the best compared isomer or geometry (same formula, charge and spin), the calculation gives 140.1 kcal/mol.